C52H131N9O17 | wB97M-V/def2-TZVPD

Geometry as XYZ:
```
209
Properties=species:S:1:pos:R:3:forces:R:3
C -1.9567 -0.0940 0.3726 1.3 -0.8 0.4
C -0.5651 0.3001 0.9003 -0.2 0.3 0.5
C 0.0517 -0.5830 2.0419 0.1 0.4 0.7
O 1.4686 -0.2767 2.2266 -1.9 0.1 -0.9
C 2.2067 -1.2553 2.8706 1.2 0.0 0.6
N 0.3589 0.3851 -0.2121 0.8 -0.3 -0.2
H -2.2584 0.5382 -0.4625 -0.1 0.4 0.4
H -2.6291 -0.0778 1.2304 -0.5 -0.2 -0.4
H -1.8229 -1.0699 -0.0941 -0.5 -0.4 0.3
H -0.7692 1.2484 1.3974 0.5 0.5 0.0
H -0.1201 -1.6588 2.0067 0.3 -0.3 -0.9
H -0.4134 -0.3470 2.9991 -0.4 0.4 0.0
H 3.1522 -0.7435 3.0501 0.4 -0.4 -0.1
H 2.3572 -2.1739 2.3035 0.0 0.0 -0.4
H 1.9086 -1.5759 3.8688 -0.8 0.3 0.2
H 1.2597 0.1023 0.1465 0.3 -0.3 -0.1
H 0.5599 1.3151 -0.5509 -0.7 0.1 0.1
C -4.3150 -5.0610 0.3894 -0.7 -0.8 -0.7
O -4.1077 -5.8522 1.5512 0.5 0.5 0.6
C -2.8385 -5.6273 2.1725 1.1 1.6 -0.6
C -2.6489 -4.1063 2.5423 -1.7 -0.6 -0.1
N -3.8314 -3.7132 3.2479 -1.5 -1.0 2.5
C -3.8145 -2.4422 3.9300 0.2 1.0 -0.7
C -2.9257 -2.3057 5.1723 0.6 -1.1 -1.0
O -1.7197 -1.6718 4.7877 0.1 0.0 0.0
C -0.6687 -1.9598 5.6801 0.1 0.7 0.0
H -3.4201 -4.7737 -0.1626 0.2 -0.2 0.1
H -4.9509 -4.1805 0.4809 0.2 0.4 0.9
H -4.9442 -5.6793 -0.2510 0.3 -0.2 -0.2
H -2.0720 -5.8847 1.4415 0.3 0.0 -0.2
H -2.6401 -6.2728 3.0282 -0.8 0.0 0.1
H -2.6325 -3.4982 1.6379 0.8 0.0 -0.5
H -1.8343 -3.8194 3.2073 0.5 -0.6 -0.4
H -4.7335 -3.9130 2.8401 0.4 -0.2 -0.2
H -4.7961 -2.0785 4.2337 -0.3 -0.4 -0.5
H -3.4295 -1.8248 3.1185 0.1 1.5 0.5
H -2.7326 -3.3463 5.4329 0.3 -0.3 0.4
H -3.3434 -1.8333 6.0613 -0.4 0.3 -0.2
H 0.1967 -1.3485 5.4243 0.0 -0.1 -0.3
H -0.4075 -3.0173 5.6422 0.1 -0.1 0.2
H -0.9333 -1.6246 6.6830 -0.1 -0.4 0.4
C 7.2160 -9.6305 -4.9400 0.2 0.4 2.4
O 7.3159 -9.0902 -3.5520 0.7 -1.8 -2.6
C 6.1998 -8.4127 -3.1187 0.3 1.2 1.7
C 6.3167 -8.4054 -1.5749 -1.0 1.3 1.1
N 5.2626 -7.5751 -0.9695 -0.2 0.1 0.1
C 3.9362 -8.1164 -0.8355 -0.9 1.0 0.4
C 3.0972 -7.3127 0.2344 -0.8 -0.5 -0.9
O 2.7909 -6.0576 -0.3119 0.0 1.5 -0.5
C 2.4088 -4.9712 0.5423 0.9 -0.5 0.1
H 8.0687 -10.3058 -5.0115 -0.1 0.1 -0.2
H 7.2613 -8.8392 -5.6882 -0.1 0.0 0.0
H 6.2839 -10.1947 -4.9731 0.0 0.0 -0.4
H 5.2263 -8.7582 -3.4668 0.0 -0.5 -0.1
H 6.2976 -7.3664 -3.4081 -0.4 0.3 -0.2
H 7.2446 -7.9271 -1.2614 0.2 0.0 -0.5
H 6.3278 -9.3728 -1.0728 0.0 -0.6 -0.6
H 5.4294 -7.0235 -0.1401 1.0 -0.2 -0.2
H 3.8709 -9.1821 -0.6163 0.3 -0.3 0.3
H 3.4599 -7.9796 -1.8064 -0.6 -0.1 0.1
H 3.4994 -7.2491 1.2454 0.9 0.1 0.0
H 2.1276 -7.7804 0.4057 -0.1 -0.8 -0.1
H 2.4549 -4.0215 0.0093 0.1 -0.3 -0.5
H 3.1517 -4.8895 1.3357 0.0 0.0 0.4
H 1.4123 -5.0235 0.9809 -0.2 -0.5 0.0
C -2.0886 5.0393 -5.7094 0.3 -0.4 -0.4
O -0.7820 5.3078 -6.1942 -0.2 -1.8 -0.7
C -0.2131 6.5256 -5.9248 0.8 1.0 2.3
C 0.4932 6.5078 -4.4218 -1.1 0.2 -1.0
N 1.8112 5.9228 -4.4041 0.6 -0.3 -0.4
C 1.8512 4.4850 -4.4548 0.7 -1.8 0.5
C 1.5191 3.6599 -3.1926 -1.0 0.7 0.2
O 2.1608 4.1658 -2.0138 -0.5 -1.0 -1.0
C 1.9219 3.3386 -0.8871 0.2 1.2 0.4
H -2.3021 3.9804 -5.8553 0.4 0.0 0.1
H -2.8407 5.5321 -6.3255 -0.1 0.7 0.3
H -2.1805 5.2172 -4.6379 -0.2 0.3 0.0
H -0.9816 7.2881 -6.0512 -0.1 0.5 0.6
H 0.5194 6.7735 -6.6930 0.4 -0.4 0.2
H -0.1631 5.9638 -3.7425 -0.6 -0.4 -0.2
H 0.5405 7.4699 -3.9116 0.1 0.4 -0.6
H 2.3578 6.2255 -3.6106 -0.1 0.2 0.0
H 2.8352 4.0560 -4.6440 0.6 0.9 -0.6
H 1.2345 4.0866 -5.2604 -0.2 0.2 0.0
H 1.7665 2.6112 -3.3570 0.4 -0.1 -0.1
H 0.4375 3.6469 -3.0581 -0.4 0.2 0.5
H 0.8699 3.1877 -0.6449 -0.4 0.5 -0.3
H 2.3569 3.9601 -0.1045 0.0 -0.6 0.5
H 2.3354 2.3300 -0.8886 0.6 0.1 -0.5
C -6.6665 -2.4615 -7.4665 0.3 -0.4 -0.1
O -5.8498 -1.4042 -7.1228 2.6 -1.1 -2.7
C -6.2324 -0.5943 -6.1146 -0.4 0.5 0.0
C -5.1289 0.3605 -5.8319 0.7 0.6 1.7
N -3.8454 -0.2836 -5.4167 -0.9 1.5 -0.9
C -2.6946 0.6423 -5.6737 -0.4 -1.3 1.2
C -2.1420 1.2481 -4.3629 0.6 0.2 -1.1
O -2.6832 2.5000 -4.0138 -0.9 0.1 -0.6
C -3.0224 2.8368 -2.6907 0.1 0.1 -0.6
H -7.5191 -2.1087 -8.0469 -0.7 -0.1 0.5
H -6.8460 -3.0141 -6.5443 -0.9 -0.3 -0.1
H -6.1383 -3.1347 -8.1416 0.3 0.1 0.1
H -6.4593 -1.2556 -5.2784 -0.5 0.5 0.7
H -7.0427 -0.0049 -6.5439 -0.9 0.2 0.9
H -5.4896 0.9869 -5.0160 0.0 0.0 0.5
H -5.0115 1.1332 -6.5916 0.2 -0.4 -0.8
H -3.7471 -1.1012 -6.0015 0.1 -0.1 -0.2
H -2.8819 1.3952 -6.4394 -0.2 0.2 0.1
H -1.9326 -0.0240 -6.0781 0.4 0.2 0.1
H -1.1199 1.5230 -4.6232 0.6 -0.6 0.4
H -2.1964 0.4801 -3.5914 0.0 0.2 0.2
H -4.0015 2.4391 -2.4236 0.0 -0.2 0.3
H -3.0937 3.9234 -2.7371 0.0 0.0 0.4
H -2.2411 2.5477 -1.9877 0.0 -0.1 0.2
C 4.6634 1.2095 0.8528 1.4 0.4 -1.4
O 6.0988 1.5522 0.9025 -1.6 -0.2 0.9
C 6.5706 2.0928 -0.2995 1.1 -0.8 -0.5
C 8.0214 2.5865 -0.0252 0.1 2.5 -1.5
N 8.6429 3.3233 -1.2609 -1.7 -2.1 1.1
C 7.8035 3.6091 -2.4359 2.6 1.3 0.8
C 8.7589 4.5112 -3.3769 -1.6 -1.5 1.2
O 9.2439 5.7279 -2.7704 -0.8 0.2 -0.9
C 8.2815 6.7261 -2.3799 -1.0 -0.9 0.5
H 4.1632 2.0151 0.3153 -0.2 0.2 0.2
H 4.1687 1.0357 1.8084 0.7 0.1 0.1
H 4.5740 0.3347 0.2087 -0.2 -0.3 0.1
H 5.8942 2.8215 -0.7461 0.1 0.9 0.6
H 6.5653 1.3630 -1.1091 0.3 -0.8 0.0
H 8.7411 1.8730 0.3760 -0.4 -0.6 -0.5
H 7.9091 3.3102 0.7822 0.0 0.2 0.1
H 9.4188 3.9473 -1.0913 -0.5 0.1 0.1
H 6.8682 4.1234 -2.2147 0.0 0.5 0.1
H 7.4801 2.6864 -2.9178 0.4 -0.1 -0.4
H 8.1509 4.5022 -4.2816 0.1 1.5 -0.5
H 9.6382 3.9198 -3.6322 0.1 0.2 0.3
H 7.3412 6.7209 -2.9311 0.2 -0.3 -0.7
H 8.6030 7.7676 -2.3866 0.9 -0.3 -0.3
H 7.9280 6.5275 -1.3681 0.3 -0.1 0.3
C -6.0313 -7.0344 -2.6379 -0.5 0.1 -0.5
O -6.1297 -6.5335 -3.9942 0.5 0.3 1.0
C -6.7883 -5.2524 -3.9835 0.0 0.1 -0.6
C -6.1078 -4.1639 -3.1360 0.4 -1.9 -0.9
N -4.7222 -3.9798 -3.5628 -1.1 2.6 1.1
C -4.1821 -2.8147 -2.7189 2.2 -3.1 -1.9
C -2.6158 -2.9116 -2.9085 -0.3 1.6 0.4
O -1.8280 -4.0653 -2.5738 -1.1 -0.2 0.4
C -0.4157 -3.8102 -2.4251 -1.1 0.6 -0.9
H -7.0436 -6.9526 -2.2420 0.1 -0.1 0.6
H -5.3021 -6.5245 -2.0084 -0.1 0.5 -0.2
H -5.7122 -8.0731 -2.5523 -0.2 -0.1 -0.9
H -7.8405 -5.4021 -3.7416 -0.2 0.0 0.7
H -6.8571 -4.8976 -5.0119 0.5 -0.2 -0.2
H -6.1438 -4.5247 -2.1081 -0.3 0.5 0.5
H -6.6441 -3.2232 -3.2606 -0.1 0.0 0.2
H -4.1521 -4.8133 -3.5432 0.0 0.0 0.5
H -4.5506 -2.7800 -1.6936 0.1 -0.4 0.2
H -4.4062 -1.8587 -3.1920 -0.2 -0.1 -0.2
H -2.3136 -2.0112 -2.3736 0.8 0.0 0.4
H -2.4818 -2.6355 -3.9545 0.2 -0.3 -0.3
H -0.2778 -3.1526 -1.5668 0.4 -0.1 0.0
H -0.0866 -3.3331 -3.3483 0.2 0.5 0.0
H 0.1677 -4.7306 -2.3986 -0.5 -0.2 0.5
C 5.6577 4.9103 10.9374 0.5 0.2 0.4
O 4.9091 3.8603 10.4378 -0.2 -0.9 -2.1
C 3.7362 3.5199 11.1380 -0.6 0.2 -0.7
C 3.0895 2.2286 10.5770 -0.1 -0.5 1.2
N 2.8371 2.1891 9.1342 0.3 1.0 1.7
C 2.8895 0.8336 8.6042 -0.5 0.6 -1.0
C 2.3879 0.9033 7.1269 2.1 -0.5 -0.6
O 2.9522 -0.1495 6.3534 0.7 -1.2 -0.8
C 4.3005 0.0163 5.8260 -1.3 0.5 0.7
H 5.2044 5.8903 10.7885 -0.7 0.1 0.8
H 6.6029 5.0902 10.4251 0.1 -0.9 -0.5
H 5.9167 4.5819 11.9440 0.0 1.0 0.6
H 2.9570 4.2732 11.0214 0.1 0.7 0.1
H 4.0435 3.4632 12.1822 -0.6 -0.5 0.4
H 2.1272 2.0703 11.0638 0.0 0.1 0.5
H 3.7410 1.4244 10.9188 0.2 -0.5 -0.2
H 3.6543 2.7334 8.8973 0.2 -0.2 -1.6
H 2.2429 0.1130 9.1049 -0.3 0.4 0.5
H 3.8954 0.4501 8.7750 0.3 -0.4 -0.8
H 2.7184 1.8138 6.6272 -0.1 0.6 0.4
H 1.3132 0.8197 6.9653 0.0 0.0 0.6
H 4.3224 0.8977 5.1851 0.1 0.3 0.1
H 4.5899 -0.8260 5.1976 -0.5 -0.2 0.2
H 5.0199 0.1040 6.6402 0.1 0.1 0.0
C -2.3012 4.1716 1.5287 -0.5 0.8 0.9
O -3.2459 3.2479 2.0811 0.2 -0.1 -1.6
C -4.2874 2.8706 1.1486 0.0 -2.4 0.7
C -5.5448 3.5486 1.4631 0.1 2.9 0.9
N -5.3971 4.9740 1.0751 -2.1 -0.1 0.3
C -6.7059 5.6563 1.2505 0.4 0.0 -0.8
C -7.1401 5.9862 2.6774 0.8 0.4 0.6
O -6.0611 6.5839 3.3635 0.4 1.3 0.0
C -5.5682 7.8969 3.0333 0.3 -1.3 0.9
H -1.6748 4.5519 2.3357 0.0 -0.4 0.3
H -2.8464 5.0569 1.2013 0.1 0.0 -0.6
H -1.6169 3.8152 0.7588 -0.3 -0.5 -0.2
H -4.5550 1.8380 1.3725 0.6 -0.6 0.2
H -4.0742 2.8162 0.0810 0.7 0.8 0.0
H -5.6331 3.5654 2.5494 -0.2 -0.6 0.3
H -6.4864 3.1776 1.0581 0.4 -0.4 -0.4
H -4.8698 5.4545 1.7901 0.7 -0.3 0.2
H -7.5019 5.1348 0.7189 0.0 -0.2 -0.1
H -6.5013 6.5616 0.6790 -0.7 0.6 0.3
H -7.3078 5.2352 3.4494 -0.5 -1.1 -1.0
H -8.0308 6.6134 2.7134 -0.2 0.3 -0.4
H -5.0477 7.9253 2.0760 0.0 0.0 -0.1
H -4.8704 7.9575 3.8685 0.4 0.8 -0.4
H -6.2828 8.7168 3.1054 -0.4 -0.2 -0.1
```
Positions in Å, forces in eV/Å.

Computed properties:
- charge = -1
- E (Ha) = -3830.99653
- M (g mol⁻¹) = 1154.666
- expectation value of S² = 0.75
- Kohn-Sham gap (spin up / spin down) (hartree) = 0.0480 / 0.3120
- 2S+1 = 2